# C39H43As2ClSi2Ti

C39H43As2ClSi2Ti as an isolated structure in a non-equilibrium geometry (ωB97M-V/def2-TZVPD, OMol25).

The geometry in XYZ format:
```
88
Properties=species:S:1:pos:R:3:lowdin_spin:R:1
Ti 1.284 1.729 1.458 1.53
C 1.995 5.781 4.714 0.00
C 1.054 5.401 3.748 0.01
H -2.501 3.768 3.499 0.00
C -3.421 -0.280 -5.287 0.00
C 2.500 4.849 5.623 0.00
H 4.187 0.758 1.308 0.00
C -2.085 2.889 2.999 0.01
C 1.107 3.139 4.647 0.01
H 2.032 -0.624 4.035 0.00
H 2.942 0.866 3.633 0.00
H -0.990 3.054 -3.443 0.00
H 3.839 3.221 2.436 0.00
C 2.400 3.563 0.743 0.02
H 0.518 -0.286 6.473 0.00
H -0.943 -7.491 -1.691 0.00
C -0.908 5.001 1.150 0.00
C 3.318 2.828 1.566 0.05
Si -1.020 -1.239 -0.935 0.00
C 1.550 -2.325 -0.140 0.00
H -2.935 -2.819 -7.501 0.00
H -2.662 -0.221 -3.272 0.00
C -3.513 -1.004 -6.477 0.00
C -2.855 -2.236 -6.585 0.00
C 1.294 0.556 -3.853 0.00
H 2.379 -5.284 1.346 0.00
C 3.495 1.528 0.980 0.04
H -3.414 -7.593 -1.354 0.00
C 0.363 -4.511 1.144 0.00
C 0.600 1.739 -4.092 0.00
C 2.062 3.515 5.591 0.00
H 3.430 -3.318 0.205 0.00
H -0.014 5.576 0.894 0.00
C -0.184 0.077 -1.970 0.00
H -4.789 -5.526 -1.601 0.00
C -0.812 1.314 -2.165 0.00
As -0.392 3.410 2.158 0.05
H 0.692 6.120 3.022 0.00
C 0.925 -0.260 -2.776 0.00
H 2.117 0.240 -4.505 0.00
H -2.325 -0.943 -0.366 0.00
H 2.472 2.793 6.302 0.00
H 1.768 0.056 2.442 0.01
C -3.715 -5.498 -1.778 0.00
H 2.341 6.812 4.746 0.00
C 0.605 4.087 3.727 0.02
C 1.988 0.341 3.508 0.04
H -1.515 -3.518 0.760 0.00
C -0.949 -5.403 -2.212 0.00
H -1.531 -3.654 -5.629 0.00
H -3.912 0.690 -5.192 0.00
H -2.744 2.547 2.193 0.00
C 1.755 -4.467 0.986 0.00
As 0.494 1.239 4.488 0.03
C -0.430 -3.484 0.638 0.00
C -0.452 2.121 -3.248 0.00
H -0.105 -5.355 1.652 0.00
H 3.246 5.156 6.366 0.00
H -1.911 2.081 3.724 0.00
H 2.173 0.387 6.201 0.00
C 0.153 -2.422 -0.069 0.00
H 0.371 -2.997 -3.435 0.00
C 2.343 -3.371 0.340 0.00
H 0.886 1.396 6.982 0.00
H -1.394 4.628 0.237 0.00
H -3.720 -3.394 -2.279 0.00
C 1.102 0.616 6.246 0.02
H -1.605 1.622 -1.477 0.00
H 0.132 -5.345 -2.365 0.00
C -1.552 -6.599 -1.829 0.00
C -1.997 -1.992 -4.325 0.00
C 2.671 1.451 -0.195 0.03
H 0.881 2.360 -4.945 0.00
Si -0.964 -2.656 -2.915 0.00
Cl -0.570 0.206 1.249 0.03
H 2.653 0.644 -0.920 0.00
C -2.696 -0.783 -4.207 0.00
H -4.090 -0.609 -7.317 0.00
C -2.936 -6.652 -1.630 0.00
H 1.355 2.993 -1.176 0.01
C -1.737 -4.262 -2.391 0.00
H -1.615 5.594 1.745 0.00
C 1.984 2.707 -0.337 0.05
C -3.117 -4.299 -2.162 0.00
H 2.016 -1.436 -0.575 0.00
H 1.469 -1.195 -2.610 0.00
C -2.080 -2.717 -5.523 0.00
H 2.156 4.617 0.850 0.00
```

Calculated values
E_HOMO (alpha / beta) (eV): -6.458 / -7.259
Multiplicity: 3
Frontier orbital gap (alpha / beta) (eV): 6.9 / 7.6

=====

# C39H43B2F9N7O5RbS

C39H43B2F9N7O5RbS as an isolated structure in a non-equilibrium geometry (ωB97M-V/def2-TZVPD, OMol25).

The geometry in XYZ format:
```
107
Properties=species:S:1:pos:R:3:mulliken_charge:R:1
H 9.466 -22.058 0.597 0.48
C 7.805 -25.993 -0.724 1.08
C 0.713 -28.664 -4.424 0.25
H -0.359 -31.047 -2.312 0.41
C 9.802 -22.809 -0.166 -1.84
O 6.546 -24.208 -7.436 -0.65
H 4.513 -26.322 -0.613 0.58
H 10.961 -29.800 -4.113 0.37
H 10.415 -26.723 0.135 0.46
H 4.942 -26.088 -2.236 0.47
F 12.051 -17.568 -7.434 -0.28
C 10.662 -19.168 -6.457 0.35
C 10.312 -25.640 -0.105 -2.16
C 11.257 -23.626 -7.619 -1.83
H 11.068 -22.619 -8.019 0.31
C 8.517 -28.428 -4.766 0.68
C 0.053 -29.272 -3.406 -0.67
F 12.525 -18.554 -2.892 -0.29
H 7.337 -21.288 0.457 0.36
F 4.466 -28.089 -6.517 -0.22
C 0.640 -26.227 -5.047 0.29
C 4.115 -25.308 -4.731 -0.85
H 10.847 -29.236 -5.817 0.30
H 4.687 -22.904 -1.631 0.45
H 2.374 -26.990 -4.439 -0.04
C 7.407 -23.231 -0.466 0.84
H -0.850 -28.865 -2.990 0.42
H 3.192 -21.718 -5.103 0.49
F 13.307 -17.200 -5.064 -0.27
H 2.547 -28.721 -5.630 1.15
H 11.017 -25.388 -0.903 0.26
O 11.179 -26.256 -3.820 -0.50
C 8.045 -27.417 -1.132 -1.70
C 10.795 -19.546 -4.088 0.25
H 7.825 -27.383 -2.238 0.04
N 9.980 -24.171 -5.665 0.54
C 8.561 -23.458 -9.060 -1.73
C 4.922 -23.513 -0.804 -2.60
C 2.355 -30.453 -4.315 -0.91
C 8.686 -23.770 -0.288 1.39
H 12.182 -23.731 -7.023 0.36
N 5.108 -24.452 -4.762 0.47
B 11.260 -24.677 -3.789 0.38
H 9.488 -23.384 -9.599 0.42
C 6.355 -24.052 -0.768 2.41
H 7.874 -24.144 -9.570 0.39
Rb 7.788 -24.752 -3.750 0.70
C 1.858 -32.602 -3.054 -1.40
C 10.995 -28.905 -4.734 -1.80
H 1.373 -23.467 -5.039 0.60
C 3.447 -22.754 -4.952 -0.90
B 5.788 -27.806 -6.427 0.77
H 9.931 -22.300 -1.115 0.14
S 8.958 -21.076 -5.394 0.06
C 8.737 -23.871 -7.620 0.37
H 4.440 -26.338 -4.651 0.66
F 10.529 -20.225 -2.976 -0.15
O 6.362 -27.980 -5.224 -0.51
H 7.368 -28.158 -0.708 0.51
H 3.250 -30.986 -4.657 0.31
H 5.630 -27.391 -1.315 0.30
O 11.223 -24.106 -5.095 -0.42
C 11.627 -18.274 -6.405 0.19
H 5.586 -22.442 -4.987 0.43
H 2.864 -32.940 -3.247 0.36
C 1.954 -29.255 -4.905 -0.52
N 7.760 -27.504 -5.190 0.06
C 12.248 -18.000 -5.150 0.64
C 8.878 -25.187 -0.309 -0.10
C 2.767 -25.042 -4.747 0.13
C 4.767 -23.149 -4.872 -0.66
H 8.045 -22.488 -9.066 0.33
H 7.180 -29.839 -3.767 0.27
C 8.158 -29.838 -4.253 -1.39
H 1.240 -33.383 -3.509 0.30
H 11.929 -28.439 -4.578 0.42
H 4.168 -24.353 -0.865 0.22
H 10.825 -25.205 0.742 0.56
H 10.775 -23.240 0.120 0.40
C 10.044 -23.916 -6.890 0.19
H 1.692 -32.763 -1.986 0.34
O -0.015 -25.283 -5.460 -0.70
N 9.998 -26.737 -4.050 0.79
C 9.882 -27.961 -4.409 -0.20
F 12.502 -24.445 -3.232 -0.35
C 5.358 -26.351 -1.313 -2.63
C 7.206 -21.737 -0.597 -1.79
C 1.488 -31.199 -3.448 0.80
H 9.044 -27.788 -1.069 0.25
H 8.087 -30.528 -5.111 0.37
F 6.516 -27.480 -7.505 -0.19
H -0.817 -27.480 -5.289 0.29
C 2.393 -23.702 -4.882 -0.57
F 10.148 -19.438 -7.673 -0.32
C 0.358 -30.577 -2.971 -0.62
N 7.688 -24.097 -6.978 0.94
C 11.888 -18.710 -4.028 -0.18
C 6.503 -25.406 -0.855 1.03
F 10.207 -24.166 -2.988 -0.08
C 10.113 -19.862 -5.296 -0.08
H 6.153 -21.553 -0.901 0.43
N 0.173 -27.514 -5.021 -0.11
H 8.971 -30.144 -3.607 0.46
N 1.915 -26.124 -4.583 0.07
H 11.306 -24.256 -8.553 0.32
H 7.889 -21.326 -1.359 0.14
H 4.585 -22.931 0.087 0.45
```

Calculated values
E_HOMO (alpha / beta) (eV): -8.269 / -8.244
Multiplicity: 1
Frontier orbital gap (alpha / beta) (eV): 5.6 / 7.5